# 1
Molecular formula: C20H30N2O5S
Method: DFT, ωB97M-V with the def2-TZVPD basis set

Summary:
- Energy relative to the best compared isomer or geometry (same formula, charge and spin): 18.0 kcal per mole
- SMILES string: CS[C@@H](C)[C@@H](O)C(=O)NCC1(O)CCN(C(=O)Cc2ccc(CO)cc2)CC1
- 2S+1: 1
- Calculated total energy: -45280.9864 eV
- Highest occupied orbital energy: -8.652 eV

Cartesian coordinates (Å):
H: -1.74 -1.91 -1.73
H: -5.56 -1.14 -7.27
O: -5.59 -3.21 -7.07
H: 2.83 -2.03 5.40
C: -4.03 -1.78 -5.93
H: -0.39 2.85 -1.09
O: 1.98 2.77 0.01
H: -3.54 -2.96 -2.80
H: 1.74 -0.65 5.49
H: -0.37 -0.49 1.08
N: -1.44 0.42 -0.47
H: -0.58 -1.02 -2.69
H: -2.95 -0.14 -6.79
C: -4.87 -1.99 -7.16
C: 2.76 -0.98 5.69
C: 2.28 0.07 2.87
H: 4.51 2.66 7.24
C: -0.26 -0.29 0.01
C: 3.77 -0.15 4.91
C: 3.66 -0.33 3.39
H: 0.16 1.34 2.36
H: 3.90 1.05 7.64
H: 3.06 1.88 2.29
H: 0.90 2.95 2.29
C: -1.64 -1.07 -2.42
H: 4.79 -0.45 5.18
O: 3.86 -1.67 3.01
C: -4.19 -2.57 -4.80
C: 4.47 1.63 6.91
H: 2.95 -0.91 6.76
H: -2.55 2.14 -0.21
H: -1.81 1.50 1.26
H: 5.48 1.24 6.84
C: -3.41 -2.34 -3.67
H: -1.60 0.28 -4.78
C: 0.97 1.92 1.93
H: 1.99 2.82 -0.95
H: 1.88 0.06 0.17
H: -0.16 -1.25 -0.48
C: -2.47 -1.32 -3.64
C: 0.87 1.95 0.40
C: 0.99 0.56 -0.22
O: -2.79 1.02 -2.18
H: -4.91 -3.37 -4.81
H: 4.74 -1.94 3.30
C: -2.32 -0.53 -4.78
C: -0.44 2.61 -0.02
H: 1.14 0.69 -1.30
S: 3.66 1.63 5.30
O: 1.32 -0.67 2.93
H: -6.18 -3.27 -7.82
C: -2.01 0.22 -1.69
H: 4.41 0.32 2.92
H: -0.57 3.55 0.51
H: -4.21 -1.99 -8.04
C: -3.08 -0.76 -5.91
C: -1.65 1.69 0.20
N: 2.21 1.34 2.39

---

# 2
Molecular formula: C2H22MgO11Pt2
Method: DFT, ωB97M-V with the def2-TZVPD basis set

Summary:
- 2S+1: 5
- Calculated total energy: -36832.3927 eV
- Charge: +4
- <S²>: 6.05
- Highest occupied orbital energy (spin up / spin down): -21.147 / -21.131 eV

Cartesian coordinates (Å):
H: 31.23 15.73 0.81
H: 27.32 21.23 3.11
H: 31.47 14.03 3.70
H: 30.74 14.48 2.45
O: 32.96 18.11 4.34
O: 27.35 20.37 2.68
O: 28.71 13.90 6.06
H: 30.90 18.57 -0.05
H: 29.02 13.03 6.33
H: 30.75 18.77 1.45
H: 30.63 20.57 3.15
O: 30.35 19.22 4.43
O: 31.28 18.32 0.79
O: 26.36 15.53 6.23
O: 30.39 21.04 2.35
H: 30.06 21.88 2.66
H: 29.90 17.83 3.12
H: 32.07 18.43 4.19
Mg: 30.67 20.35 5.91
H: 28.49 16.03 9.19
O: 28.80 16.86 8.82
H: 29.51 15.90 4.55
H: 28.00 17.29 8.50
C: 29.54 18.01 4.14
Pt: 30.76 17.60 8.30
Pt: 33.07 16.45 5.77
O: 30.74 16.60 6.06
H: 29.51 14.39 5.87
O: 31.95 15.64 1.43
H: 26.87 14.74 6.06
H: 28.22 20.02 2.89
H: 28.52 18.39 4.08
O: 30.78 13.77 3.09
H: 32.07 16.51 1.79
H: 27.01 16.22 6.33
H: 28.70 16.83 5.79
C: 29.59 16.80 5.17
H: 33.51 18.89 4.27

---

# 3
Molecular formula: C5H8OS
Method: DFT, ωB97M-V with the def2-TZVPD basis set

Summary:
- Energy relative to the best compared isomer or geometry (same formula, charge and spin): 52.8 kcal per mole
- SMILES string: C/C=C/S.C=C=O
- 2S+1: 1
- Calculated total energy: -18195.0140 eV
- Highest occupied orbital energy: -8.603 eV

Cartesian coordinates (Å):
H: -0.83 -2.37 -0.96
C: 1.61 1.86 -1.59
H: -1.64 -1.41 1.38
H: -0.38 2.21 -1.17
C: 0.63 2.22 -0.84
O: 2.53 1.59 -2.24
H: -0.55 -0.69 -1.42
H: 0.83 2.49 0.21
C: -1.17 -1.32 -0.76
C: -0.92 -1.21 0.70
H: 0.51 -1.28 3.35
S: 0.63 -0.11 2.78
C: 0.14 -0.56 1.16
H: -2.21 -1.36 -0.99
H: 0.84 -0.05 0.39

---

# 4
Molecular formula: C14H20AuF3N4O3S2
Method: DFT, ωB97M-V with the def2-TZVPD basis set

Summary:
- Energy relative to the best compared isomer or geometry (same formula, charge and spin): 10.2 kcal per mole
- 2S+1: 1
- Calculated total energy: -60459.7717 eV
- Highest occupied orbital energy: -8.498 eV

Cartesian coordinates (Å):
H: 6.02 -1.22 -1.37
C: 4.97 -1.34 -1.60
O: 0.14 5.17 0.00
N: 2.77 0.86 1.53
O: -1.37 3.24 -0.12
N: -0.97 0.53 0.01
H: -3.07 -2.28 1.42
C: -0.57 4.02 2.22
H: -4.97 0.52 0.01
H: 4.35 -1.12 0.44
C: 1.67 -1.36 0.24
F: -1.71 4.69 2.41
S: -0.17 3.85 0.44
C: 2.68 -1.41 -0.87
H: 0.80 -1.98 0.04
N: -1.97 -1.59 -0.22
H: 1.22 -1.71 -2.43
C: -4.42 -0.33 0.42
C: 3.79 1.41 1.32
H: -1.76 -3.35 0.91
C: 3.21 -1.67 -3.21
S: 5.22 2.06 1.12
Au: 1.02 0.55 0.55
C: 4.55 -1.53 -2.90
H: -4.99 -0.72 1.27
H: -3.26 -3.24 -0.05
H: -0.54 -2.72 -1.28
C: -3.09 1.32 1.66
H: -4.34 -1.09 -0.34
H: 2.89 -1.81 -4.23
F: 0.41 4.66 2.86
H: 2.10 -1.62 1.20
C: 2.27 -1.61 -2.19
H: 5.29 -1.57 -3.70
H: -2.05 -2.45 -2.12
C: -1.32 -1.98 -1.45
H: -3.23 2.22 1.06
C: 4.03 -1.28 -0.58
N: -3.10 0.10 0.85
H: -1.27 1.51 0.01
C: -1.97 -0.30 0.20
H: -2.15 1.40 2.19
H: -0.90 -1.10 -1.93
C: -2.55 -2.67 0.56
H: -3.90 1.23 2.39
O: 0.95 2.91 0.48
F: -0.70 2.81 2.79

---

# 5
Molecular formula: C21H32N6O2P2W
Method: DFT, ωB97M-V with the def2-TZVPD basis set

Summary:
- 2S+1: 3
- Calculated total energy: -55716.6438 eV
- Charge: +2
- <S²>: 2.02
- Highest occupied orbital energy (spin up / spin down): -14.005 / -14.085 eV

Cartesian coordinates (Å):
C: 3.36 -2.28 0.28
P: 2.91 -0.56 -0.13
H: -1.25 1.39 4.36
C: 0.13 -1.55 1.25
C: -0.97 1.70 -0.50
H: -0.40 -1.24 -4.33
N: 0.81 1.57 1.91
P: 0.45 -0.34 -2.29
H: -2.38 1.06 2.22
H: -1.74 5.00 -0.84
H: 1.97 -2.21 -2.40
C: 3.20 -0.48 -1.94
C: -0.73 -1.30 -3.29
N: -1.54 0.54 2.47
N: 1.76 2.33 1.34
H: 0.93 1.04 -4.23
N: -5.26 4.94 -0.87
C: -3.18 3.41 -0.74
N: -0.84 1.24 3.45
C: 4.34 0.35 0.55
H: -1.81 -0.37 2.83
N: 0.85 2.70 4.00
H: 3.29 0.57 -2.23
H: 3.33 -2.43 1.36
C: -4.33 4.27 -0.82
C: 0.57 1.23 -3.22
C: -2.86 -3.32 -0.38
H: -3.87 -5.07 0.33
C: 0.29 1.87 3.14
H: 0.10 -1.31 2.32
H: 4.37 -2.46 -0.08
H: 4.37 0.27 1.64
H: -1.69 -1.59 -0.84
H: -1.73 -0.88 -3.21
H: 5.24 -0.10 0.14
H: -2.44 0.12 -0.51
C: -2.29 -4.45 1.65
C: -2.27 1.20 -0.55
H: 1.25 1.92 -2.72
H: -3.49 -3.22 -1.26
O: 1.88 2.03 0.12
C: -1.89 3.94 -0.75
H: -2.46 -5.25 2.36
H: 0.42 2.90 4.89
C: -1.28 -3.53 1.88
H: 2.68 -2.99 -0.19
H: 2.20 -1.12 -3.76
H: 0.18 3.53 -0.66
H: 1.03 -2.17 1.15
H: -0.74 -2.34 -2.97
C: -3.08 -4.35 0.51
C: -1.85 -2.40 -0.14
H: -4.38 1.63 -0.69
H: -0.67 -3.63 2.77
H: 1.71 3.16 3.75
O: 2.45 3.15 1.88
H: 4.32 1.40 0.27
C: -0.81 3.09 -0.63
C: -3.37 2.03 -0.66
C: -1.03 -2.50 0.98
C: 2.05 -1.16 -2.69
H: -0.41 1.69 -3.27
W: 0.48 0.30 0.14
H: 4.15 -0.96 -2.16

---

# 6
Molecular formula: C4H9NO2
Method: DFT, ωB97M-V with the def2-TZVPD basis set

Summary:
- Energy relative to the best compared isomer or geometry (same formula, charge and spin): 91.9 kcal per mole
- SMILES string: C=C(CNO)OC
- 2S+1: 1
- Calculated total energy: -9876.0776 eV
- Highest occupied orbital energy: -8.679 eV

Cartesian coordinates (Å):
N: 1.96 0.25 -0.09
H: -1.96 1.03 1.16
H: 0.30 1.04 0.87
H: 2.17 -0.25 -0.97
O: 2.51 1.57 -0.36
H: -3.38 0.40 0.32
H: -2.10 1.15 -0.63
H: 0.19 1.02 -0.90
H: -0.47 -2.94 0.00
C: -2.30 0.54 0.25
C: -0.33 -0.83 0.03
O: -1.71 -0.75 0.11
C: 0.19 -2.07 -0.03
H: 3.18 1.65 0.35
C: 0.50 0.44 -0.03
H: 1.25 -2.26 -0.10

---

# 7
Molecular formula: C23H72F6O19
Method: DFT, ωB97M-V with the def2-TZVPD basis set

Summary:
- 2S+1: 1
- Calculated total energy: -80218.1474 eV
- Charge: -2
- Highest occupied orbital energy: -1.006 eV

Cartesian coordinates (Å):
C: -1.23 -1.66 -4.69
F: 1.70 -2.09 1.06
H: -1.33 3.46 6.05
H: 4.26 -4.62 0.69
H: 4.21 -3.86 -2.58
H: -5.19 2.92 3.58
H: -4.24 2.13 -2.84
H: -4.62 3.00 -0.19
H: -4.27 1.40 -0.82
H: -0.70 -0.76 -5.00
H: -2.80 7.36 -3.37
H: 6.72 0.65 -2.20
H: 6.36 -1.07 -0.78
H: 1.10 -6.62 -0.33
H: -0.28 4.01 -2.11
H: -1.11 0.84 2.22
O: -0.60 -1.20 4.61
H: -2.58 -3.40 -2.42
H: -3.04 2.61 -0.79
H: -0.32 -5.23 0.84
C: -4.10 2.47 -0.99
H: -2.59 -1.86 -1.58
F: 0.75 6.00 -0.15
C: 1.70 2.24 2.26
H: -2.72 6.66 -4.88
H: 4.47 0.69 -4.29
C: 4.37 -0.13 1.82
H: -3.38 2.77 3.88
H: 4.29 -0.12 2.92
C: 0.62 -5.58 1.29
H: 5.93 -1.49 -2.48
H: -1.34 -3.58 -5.10
H: -1.30 -0.94 0.43
H: 1.47 1.60 0.43
H: 2.69 0.52 -4.28
O: 2.13 -0.04 -1.28
O: 0.35 0.21 0.06
H: -4.40 -2.67 3.03
H: -2.67 5.18 -2.23
H: -0.33 -1.37 5.51
O: 1.19 5.05 -2.82
H: -4.16 6.27 -3.81
H: 2.67 2.85 -4.22
H: -6.39 -0.78 0.23
C: -0.68 1.66 5.56
C: 1.07 -0.69 -0.82
O: 1.07 -6.73 0.62
C: -2.28 5.30 -3.24
H: -2.61 4.39 -3.77
H: -2.30 -1.49 -4.83
H: 2.13 1.32 2.68
O: 6.06 -3.61 1.02
H: 4.81 -1.07 1.47
H: -3.87 0.41 3.37
H: 2.14 3.13 2.72
O: -0.49 3.01 6.00
O: -2.91 -1.19 3.08
O: -3.97 -3.21 -0.90
O: -4.36 -1.02 0.62
H: 4.60 -2.85 -3.96
H: 1.42 -1.16 4.02
O: -4.42 1.03 3.88
O: 3.49 2.42 -3.94
O: 5.11 0.92 1.25
C: -1.54 1.01 1.23
F: 2.11 -2.85 -0.97
H: -6.01 -1.00 1.84
H: -1.36 1.09 6.21
H: 5.77 -4.07 -3.37
H: -3.85 -2.22 -2.77
H: 0.43 -0.85 -1.72
H: 3.36 -0.09 1.42
H: -2.07 -1.17 3.57
C: -5.63 -0.49 0.95
H: 0.21 1.05 5.66
H: 0.28 -1.27 2.78
C: -3.71 -2.18 3.72
C: -3.23 -2.65 -1.97
H: -5.55 0.59 1.11
C: -0.32 5.83 -0.94
C: -0.04 5.07 -2.32
H: -2.61 0.83 1.33
H: -0.94 -1.87 -3.66
H: -4.21 -1.76 4.59
O: 5.79 0.51 -2.03
C: 0.49 -1.67 3.77
H: -4.09 -2.46 -0.28
H: 6.00 0.87 1.59
C: -3.08 6.43 -3.88
H: 1.31 -4.74 1.28
H: 4.04 -3.23 1.72
H: 0.26 -5.83 2.29
H: -3.80 -1.01 1.41
C: -1.05 0.08 0.12
C: -4.27 2.37 3.40
F: 0.09 -2.78 -0.23
O: 4.12 -4.90 -4.32
H: -1.05 1.59 4.54
H: 3.54 1.28 -5.67
C: 4.71 -3.85 -3.54
O: -0.90 5.55 -3.35
H: 0.55 -2.75 3.69
H: 0.61 2.35 2.38
H: -3.03 -2.98 4.03
H: 6.49 -3.13 1.73
H: 4.60 -4.90 -5.15
C: 3.53 1.15 -4.58
H: -4.08 2.39 2.33
H: -1.62 0.35 -0.78
C: 4.75 -4.00 1.43
H: 4.93 -4.68 2.27
O: 1.95 2.33 0.89
O: -0.89 -2.82 -5.47
C: 5.71 -0.84 -1.62
H: -1.37 2.06 0.96
H: 4.70 -1.08 -1.27
C: 1.26 -2.12 -0.23
O: -4.52 2.87 -2.30
F: -1.26 5.17 -0.18
F: -0.83 7.06 -1.17

---

# 8
Molecular formula: C3H2N2O
Method: DFT, ωB97M-V with the def2-TZVPD basis set

Summary:
- Energy relative to the best compared isomer or geometry (same formula, charge and spin): 37.2 kcal per mole
- SMILES string: O=C1N=CC=N1
- 2S+1: 1
- Calculated total energy: -8168.0981 eV
- Highest occupied orbital energy: -10.649 eV

Cartesian coordinates (Å):
N: -1.22 0.25 0.02
N: 1.14 -0.40 -0.07
C: 0.31 -1.32 0.40
H: -1.70 -1.73 0.73
C: -1.02 -1.09 0.34
C: 0.23 0.76 -0.29
O: 0.59 1.87 -0.49
H: 0.43 -2.31 0.85